One molecule with the formula C7H12N2. Source: OMol25; level of theory: ωB97M-V/def2-TZVPD.

Summary:
LUMO energy	0.9	eV
relative energy (zero: lowest compared OMol25 entry of this formula, charge and spin)	54.61	kcal/mol
highest occupied orbital energy	-0.329	Ha
total energy	-383.336185	hartree

```
! wB97M-V def2-TZVPD RIJCOSX def2/J DEFGRID3
* xyz 0 1
C 0.00163 -2.25917 0.40422
C 0.23516 -1.18210 -0.65932
C 1.14769 0.13766 -0.65892
N 0.22235 0.73620 -1.67357
C -0.89495 -0.17449 -1.05232
C -1.48301 0.60717 0.13079
C -0.45331 1.21335 1.04845
N 0.44276 0.42531 1.88483
C 0.97579 1.03780 0.63903
H 0.86683 -2.68556 0.89882
H -0.80745 -2.04491 1.10601
H -0.49442 -3.07144 -0.21003
H 0.60773 -1.60924 -1.62471
H 2.17870 0.15085 -1.00838
H 0.43039 0.33269 -2.60063
H -1.64457 -0.60924 -1.74743
H -1.95582 1.51354 -0.24837
H -2.15821 0.05153 0.80466
H -0.72451 2.20108 1.50910
H 0.32896 -0.58455 1.80510
H 1.54250 1.94328 0.72551
*
```


A 2-piece molecular cluster, C8H20BBrO3 overall. Source: OMol25; level of theory: ωB97M-V/def2-TZVPD.

Summary:
LUMO energy	0.6	eV
relative energy (zero: lowest compared OMol25 entry of this formula, charge and spin)	3.67	kcal/mol
highest occupied orbital energy	-0.345	Ha
total energy	-3141.394938	hartree

```
! wB97M-V def2-TZVPD RIJCOSX def2/J DEFGRID3
* xyz 0 1
C 0.61668 2.37693 0.37277
C -0.36348 2.94666 -0.66469
C -1.53826 3.72757 -0.05781
C -2.82838 2.96010 -0.23733
O -3.88478 3.57871 0.52582
B -4.98220 2.81572 0.69185
Br -6.04552 2.29393 -0.84538
H 1.48682 3.02550 0.43754
H 0.17701 2.32858 1.36376
H 0.96617 1.40021 0.05326
H -0.76589 2.12092 -1.25247
H 0.16976 3.57470 -1.37151
H -1.64206 4.71135 -0.50809
H -1.38484 3.88167 1.00835
H -2.67310 1.92316 0.06532
H -3.09822 2.94452 -1.29330
H -5.32366 2.44270 1.76747
C 2.92364 -4.53564 -0.91344
O 2.21743 -4.48018 0.31128
C 2.65269 -3.44175 1.17201
C 1.71328 -2.25877 1.14443
O 1.71643 -1.61216 -0.11826
C 0.59304 -1.93431 -0.91565
H 2.40953 -5.25160 -1.55186
H 2.94336 -3.56298 -1.41159
H 3.95154 -4.87984 -0.75580
H 3.66389 -3.11982 0.90477
H 2.68290 -3.84590 2.18857
H 2.04206 -1.52801 1.89004
H 0.70108 -2.58017 1.40814
H -0.31505 -1.47532 -0.50766
H 0.44705 -3.01459 -0.98912
H 0.77107 -1.53190 -1.91142
*
```


A 2-piece molecular cluster, CH4ClN2P overall. Source: OMol25; level of theory: ωB97M-V/def2-TZVPD.

Summary:
LUMO energy	0.8	eV
relative energy (zero: lowest compared OMol25 entry of this formula, charge and spin)	18.92	kcal/mol
highest occupied orbital energy	-0.320	Ha
total energy	-951.466367	hartree

```
! wB97M-V def2-TZVPD RIJCOSX def2/J DEFGRID3
* xyz 0 1
C 1.64055 -0.39839 -0.35017
N 1.92201 0.28441 0.63250
N 2.15546 0.68584 1.64351
P -2.07016 0.29914 -0.64075
Cl -2.05390 -1.47103 0.24431
H -3.23942 0.77629 -0.22168
H 1.17949 0.20473 -1.21244
H 1.92242 -1.44743 -0.42280
H -1.45645 1.06643 0.32751
*
```


C44H44AuN3P2Si as an isolated structure. Source: OMol25; level of theory: ωB97M-V/def2-TZVPD.

Summary:
LUMO energy (spin up / spin down)	-4.4 / -7.4	eV
relative energy (zero: lowest compared OMol25 entry of this formula, charge and spin)	1.66	kcal/mol
highest occupied orbital energy (spin up / spin down)	-0.440 / -0.505	Ha
total energy	-2974.816968	hartree
⟨S²⟩	2.012

```
! wB97M-V def2-TZVPD RIJCOSX def2/J DEFGRID3
* xyz 2 3
Au 0.42152 0.14220 0.33725
C 4.07898 0.36767 -0.69956
Si 2.36669 -0.10331 -1.21579
C 2.22517 -1.93779 -1.57379
C 3.34556 -2.65944 -2.00609
C 3.25758 -4.01535 -2.29340
C 2.04454 -4.68027 -2.16132
C 0.92057 -3.98920 -1.73710
C 1.01571 -2.63259 -1.42585
P -0.48564 -1.76270 -0.90756
C -1.57407 -1.73131 -2.32839
C -1.11637 -1.02703 -3.44773
C -1.88264 -0.99458 -4.59993
C -3.10345 -1.66026 -4.63770
C -3.55542 -2.36166 -3.52968
C -2.79680 -2.39818 -2.36693
C -1.27255 -2.60462 0.47607
C -0.59598 -3.55914 1.23235
C -1.18943 -4.08118 2.37455
C -2.44967 -3.65263 2.76757
C -3.12417 -2.68928 2.02436
C -2.53444 -2.15455 0.89018
C 1.83270 0.93841 -2.68020
C 2.54007 0.84789 -3.88242
C 2.21490 1.65186 -4.96673
C 1.18153 2.57266 -4.86450
C 0.45894 2.67738 -3.68468
C 0.78287 1.86374 -2.59848
P -0.16524 2.00396 -1.06661
C 0.66509 3.18318 0.02969
C 0.16290 3.36112 1.32614
C 0.81897 4.19776 2.21435
C 1.97963 4.85537 1.81973
C 2.48006 4.68170 0.53726
C 1.82887 3.84529 -0.35917
C -1.78991 2.62866 -1.49891
C -2.20769 3.90756 -1.13517
C -3.46075 4.35457 -1.53663
C -4.29048 3.52955 -2.28290
C -3.87722 2.24931 -2.63708
C -2.63055 1.79456 -2.24246
H 4.73010 0.40821 -1.58053
H 4.07520 1.36164 -0.24389
H 4.50270 -0.34324 0.01397
H 4.30076 -2.15767 -2.12484
H 4.13561 -4.55440 -2.62776
H 1.97523 -5.73596 -2.38731
H -0.02784 -4.50789 -1.64454
H -0.15761 -0.51695 -3.41935
H -1.52841 -0.45704 -5.46985
H -3.70050 -1.63938 -5.54039
H -4.49884 -2.89015 -3.57007
H -3.14833 -2.96029 -1.51272
H 0.38818 -3.89765 0.93099
H -0.67007 -4.83674 2.95062
H -2.91332 -4.07664 3.65009
H -4.11140 -2.36154 2.32630
H -3.05706 -1.39511 0.31759
H 3.35029 0.13098 -3.98346
H 2.76750 1.55843 -5.89321
H 0.93430 3.20846 -5.70462
H -0.35298 3.39031 -3.61339
H -0.74928 2.85635 1.62993
H 0.42428 4.34472 3.21132
H 2.49124 5.51165 2.51251
H 3.37484 5.20746 0.22971
H 2.21892 3.71475 -1.36160
H -1.55966 4.55767 -0.56155
H -3.78537 5.35201 -1.26867
H -5.26567 3.88479 -2.59090
H -4.52819 1.60942 -3.21936
H -2.30470 0.79718 -2.51966
C -1.57387 -0.46316 5.52006
C -2.08191 0.18811 4.25263
N -1.09934 -0.00038 3.19010
C 0.21835 -0.25543 3.36633
N 0.96762 -0.44607 2.29147
C 2.37532 -0.85353 2.42429
C 2.65735 -1.45946 3.78279
C 2.12598 -0.52120 4.84420
N 0.69506 -0.31326 4.62345
C -0.15535 -0.00315 5.77665
H -1.58653 -1.55012 5.40905
H -2.21201 -0.19856 6.36090
H -2.27076 1.25029 4.41805
H -3.01648 -0.26963 3.93235
H -1.42348 -0.06754 2.23865
H 3.02689 0.01137 2.26246
H 2.59857 -1.57479 1.63510
H 3.72792 -1.61819 3.91123
H 2.15607 -2.42598 3.87625
H 2.66018 0.43359 4.81837
H 2.24570 -0.94034 5.84080
H -0.13104 1.07044 5.98777
H 0.26552 -0.51569 6.63890
*
```


C32H43NO7 as an isolated structure. Source: OMol25; level of theory: ωB97M-V/def2-TZVPD.

Summary:
LUMO energy	0.5	eV
highest occupied orbital energy	-0.243	Ha
total energy	-1825.571674	hartree

```
! wB97M-V def2-TZVPD RIJCOSX def2/J DEFGRID3
* xyz 0 1
C 0.03175 -1.25261 3.50052
C 1.24362 -0.20670 3.70697
C 2.52476 -0.94570 4.22962
C 3.11278 -2.09216 3.56994
H 2.37167 -2.61317 3.34961
H 3.69918 -2.77135 4.34472
C 3.85138 -1.80404 2.54500
C 3.35138 -0.98691 1.33051
C 3.54492 0.30110 1.14206
C 2.58981 1.13465 0.24628
O 2.83432 2.10647 -0.11324
O 1.72384 0.37152 -0.32931
C 1.35026 -0.71550 -0.06999
C 0.19459 -1.43511 -0.91341
C 0.07299 -2.68302 -0.76176
C 0.79354 -3.69867 -0.09418
C 1.86227 -3.01971 0.60458
C 2.13674 -1.74291 0.61511
O 2.95317 -3.85768 0.97591
C 2.65951 -5.40845 1.06316
H 3.66677 -5.68358 1.67156
H 1.75600 -5.82077 1.58098
H 2.74276 -5.77853 -0.02362
H 0.62062 -4.82743 -0.18581
O -0.88756 -3.16447 -1.50529
C -1.44782 -4.54013 -1.48376
H -2.45661 -4.58267 -1.81399
H -0.58126 -5.19178 -2.08891
H -1.62404 -5.08353 -0.32680
C -0.89977 -0.44395 -1.46781
C -1.24571 0.42252 -0.44496
C -2.10307 -0.05649 0.60249
C -2.67098 0.59330 1.59305
C -2.23747 1.98851 1.96830
C -1.32718 2.49600 1.01558
C -0.86332 1.64373 -0.34237
H -0.06901 2.29503 -0.86441
O -1.06598 3.59013 1.16780
C 0.10165 4.27587 0.29654
H -0.31361 4.27010 -0.70545
H 0.80831 3.72447 0.24358
H 0.21340 5.03199 0.77151
O -2.68902 2.46118 3.09327
C -2.93930 3.94230 3.15129
H -3.25244 4.20128 2.13616
H -3.59502 4.24572 3.82009
H -2.04779 4.54156 3.15663
O -3.67481 0.27417 2.60294
C -3.88194 -1.15850 2.37565
H -4.62468 -1.49211 3.33867
H -4.50585 -1.31173 1.47453
H -3.12272 -1.88750 2.45394
H -2.49998 -0.99283 0.23298
H -1.78482 -1.03725 -1.80125
C -0.41089 0.32226 -2.72869
H 0.03514 -0.60539 -3.48460
C -1.29130 1.10003 -3.37381
N -0.80830 1.63999 -4.55042
C -1.79532 2.18147 -5.60154
C -1.30905 3.08225 -6.52906
H -0.40949 2.66998 -7.10691
H -1.73123 3.82120 -7.01451
C -0.03596 3.91486 -5.46929
H -0.57937 4.63146 -4.95631
H 0.79588 4.16307 -5.82469
C 0.01206 2.88970 -4.25874
H -0.26967 3.33864 -3.25837
H 1.03866 2.38067 -4.34547
H -2.63717 2.71076 -4.84078
H -2.60223 1.16735 -6.14895
H -1.89681 1.65129 -2.88587
H -2.19938 0.33451 -3.83117
H 0.60511 0.92417 -2.33943
H 4.42450 0.80887 1.48782
H 4.71229 -0.90339 2.83607
H 4.53728 -2.49641 1.90880
H 2.33517 -1.48138 5.36226
H 3.33667 -0.23623 4.56014
H 1.67046 0.39530 2.68684
H 0.87067 0.43916 4.53018
H 0.29922 -2.01034 2.76291
H -0.17995 -1.70011 4.44981
H -0.91724 -0.75839 3.32859
*
```


C16H33BCl2N3OPSb as an isolated structure. Source: OMol25; level of theory: ωB97M-V/def2-TZVPD.

Summary:
LUMO energy	2.8	eV
highest occupied orbital energy	-0.118	Ha
total energy	-2395.762815	hartree

```
! wB97M-V def2-TZVPD RIJCOSX def2/J DEFGRID3
* xyz -1 1
C 5.05317 -0.89915 1.04463
C 3.51373 -0.99795 1.05930
P 2.73367 0.60196 0.54100
C 3.22297 1.70055 1.96129
Sb 0.10199 0.49627 0.72364
C -2.10752 0.65123 1.03510
C -3.04356 -0.50226 0.81110
C -4.37073 -0.40150 1.23880
C -5.28894 -1.41770 1.02337
C -4.90021 -2.58816 0.37481
C -3.58780 -2.71005 -0.05422
C -2.67973 -1.68143 0.15817
C 0.19442 -0.47057 -1.29543
C -0.74876 -0.21291 -2.49064
N -1.22570 -1.52387 -2.95886
N 0.05829 0.40196 -3.58535
N -1.93970 0.56623 -2.21265
B 0.23014 -1.49094 1.89300
C 0.55733 -2.95223 1.36672
O 0.04134 -1.35539 3.25350
C -0.04815 2.58618 -0.29373
Cl -0.36224 3.81073 0.99096
C 1.08727 2.97551 -1.20394
C 2.09917 3.97362 -0.68096
Cl 0.36296 3.78780 -2.76118
H 5.44821 -1.20681 0.07587
H 5.49262 -1.56163 1.79847
H 5.39955 0.11114 1.26303
H 3.21710 -1.77124 0.34786
H 3.19985 -1.29784 2.06572
H 3.91910 2.45773 1.59404
H 3.68989 1.14610 2.77657
H 2.32941 2.21885 2.32116
H 0.29874 1.37617 2.24283
H -2.21284 0.98273 2.07483
H -2.46948 1.49264 0.43560
H -4.69705 0.50164 1.74524
H -6.31463 -1.29800 1.35225
H -5.62445 -3.37600 0.20705
H -3.26902 -3.61061 -0.56513
H -1.67355 -1.79285 -0.21546
H 1.19474 -0.20297 -1.64327
H 0.25346 -1.54810 -1.11846
H -0.41996 -2.04900 -3.28165
H -1.82980 -1.37174 -3.76284
H -0.10652 1.39792 -3.66981
H -0.20557 -0.02763 -4.46321
H -2.81035 0.09635 -2.39325
H -1.91622 1.52325 -2.51850
H 0.13464 -3.19566 0.39140
H 1.63288 -3.15358 1.30425
H 0.15676 -3.68542 2.07977
H 0.63088 -1.92168 3.76757
H -0.96929 2.59605 -0.86392
H 1.57532 2.10027 -1.62608
H 2.99427 3.97151 -1.30076
H 1.66527 4.97377 -0.72331
H 2.33261 3.77669 0.36374
*
```